1.
DFT (ωB97M-V/def2-TZVPD) results for a molecular structure, C44H42HgN3O3P2 at a distorted geometry.

```
95
Properties=species:S:1:pos:R:3:forces:R:3:mulliken_charge:R:1
Hg -1.762216 1.156779 0.638267 -0.2 -1.2 -0.3 1.559
P 1.481547 0.436648 -1.588350 -2.0 0.3 1.7 0.179
P 1.304112 0.532436 1.660454 -1.7 0.2 -2.2 0.309
O -1.801024 -0.193649 2.327751 -0.2 0.0 0.4 -0.463
O -5.796233 2.964926 1.303062 0.3 -0.2 0.3 -0.810
O -4.136161 1.449654 0.957530 -1.2 2.3 1.2 -0.617
N 2.104552 0.500323 0.052659 0.5 0.5 0.5 0.212
N -2.316953 3.159344 2.269644 0.1 0.4 -0.2 -0.344
N -2.021454 -0.793485 -1.322143 0.8 -2.0 1.5 1.000
C 4.730864 2.532615 -2.927016 -0.3 -0.1 0.1 -0.432
C 2.450404 -3.541699 -1.832427 0.5 -0.7 0.0 -0.334
C 3.485320 1.785470 -4.828565 -0.6 -0.6 -0.1 -0.540
C -2.605144 -4.334711 -2.345949 -0.2 0.3 -0.4 -0.807
C -3.233782 -2.182992 -3.413077 -0.5 0.4 -0.9 -1.690
C -2.126160 -2.180760 -1.274710 0.2 1.0 -0.3 -0.923
C 3.707089 3.442625 4.298146 0.5 -0.1 -0.8 -0.564
C 3.760990 2.037073 -2.045161 0.5 0.3 -0.4 -0.313
C 2.427226 -2.231753 -1.405946 -0.1 0.4 0.1 -0.393
C -2.282258 1.345869 -2.412615 -0.2 0.4 -0.3 1.315
C 1.743501 -1.272755 -2.154376 0.1 0.0 -0.2 1.038
C 1.093404 -1.655287 -3.338099 0.5 -0.7 0.6 -0.537
C -3.875186 -1.457806 2.102311 -0.5 0.3 0.4 -0.968
C 3.071756 2.332301 4.855336 -0.3 0.5 0.1 -0.421
C -2.303533 3.481316 -3.583874 -0.5 0.2 -0.8 -0.637
C -2.545214 2.117539 -3.583785 0.6 -0.6 0.6 -0.688
C -1.546498 -4.240967 -0.141295 -0.1 -1.0 -0.9 -0.702
C 0.889495 -1.901997 2.854835 0.3 0.6 0.1 0.049
C 2.691523 1.326545 -2.568660 0.2 -0.2 -0.5 0.917
C -1.854154 2.040951 -1.265359 0.6 0.0 0.8 -0.329
C -1.598253 -2.861386 -0.144976 -0.4 0.3 -1.0 -0.419
C 3.553304 3.675076 2.918690 -0.1 0.2 0.5 -0.380
C -2.024464 -4.968162 -1.273758 0.7 -0.3 1.6 -0.565
C 1.869464 -0.985703 2.430297 -0.2 -0.3 -0.2 -0.028
C -2.681544 -2.935481 -2.366123 0.6 0.1 0.8 1.483
C 2.258308 1.515909 4.091651 -0.1 0.1 -0.8 -0.782
C -1.863724 4.149104 -2.454749 0.4 0.1 0.1 -0.975
C -4.614451 2.578318 1.385707 -0.2 -1.5 -1.4 0.401
C 1.295839 -3.147107 3.313710 0.2 -0.3 -0.4 -0.517
C 4.612850 2.390884 -4.313088 0.6 0.2 0.8 -0.558
C 3.218202 -1.299170 2.472031 0.2 -0.1 0.5 -0.371
C 1.117687 -3.007944 -3.710610 -0.5 0.6 -0.6 -0.423
C -1.616219 3.402819 -1.299582 -0.3 0.6 -0.8 -0.134
C -3.076641 -0.443991 2.929114 1.5 -0.4 -0.1 1.025
C -3.655087 3.653188 1.925922 0.8 0.6 -0.2 -0.527
C 3.569932 -2.587707 2.842850 1.5 0.1 -0.3 -0.445
C 1.785801 -3.972052 -2.984258 0.5 0.4 0.5 -0.833
C -3.136346 -0.803350 -3.414986 0.6 0.5 0.8 -0.917
C 2.631742 -3.545205 3.181827 -0.6 0.5 0.7 -0.641
C -2.819124 -1.050146 4.335397 -0.1 0.5 -0.3 -1.815
C 2.517907 1.251651 -3.973498 1.0 0.8 0.4 -0.800
C 2.740903 2.869586 2.132342 0.4 -0.5 1.1 -0.679
C -2.444848 -0.120813 -2.374573 -1.5 0.0 -2.0 0.288
C 2.159561 1.733456 2.698344 0.6 0.1 0.0 0.047
H -1.919683 -6.051367 -1.283387 0.0 0.1 0.1 0.305
H -2.846941 1.625172 -4.510982 0.0 0.2 0.3 0.252
H -4.789891 -1.748484 2.682526 0.5 0.1 -0.6 0.445
H 2.613834 3.067801 1.089477 0.0 0.1 -0.5 0.507
H -4.162400 -0.989117 1.155563 -0.1 -0.2 0.1 0.114
H 3.110455 0.622372 0.068457 0.2 -0.3 0.2 0.326
H 1.831609 -5.009819 -3.319308 -0.1 0.3 0.2 0.357
H 5.422894 2.732141 -4.957090 -0.3 0.0 0.1 0.334
H 3.378827 1.652105 -5.908064 -0.1 0.2 0.3 0.349
H -2.300217 -2.024841 4.271900 -0.2 0.4 -0.1 0.270
H 0.578066 -0.917146 -3.948917 -0.2 -0.3 0.2 0.032
H 4.385067 4.074472 4.892595 -0.4 -0.4 -0.3 0.317
H -1.664965 5.220453 -2.498784 -0.1 -0.2 0.1 0.348
H 3.074440 -4.216632 -1.257033 -0.2 -0.3 0.0 0.369
H 1.680063 0.714591 4.552087 0.4 0.0 -0.1 0.400
H -3.650716 -0.229791 -4.160416 0.0 0.1 -0.4 0.384
H -1.245670 3.934398 -0.430236 0.0 -0.1 0.2 0.326
H 5.594959 2.996026 -2.484515 0.3 0.3 -0.1 0.404
H 0.564688 -3.822341 3.729817 -0.1 -0.2 -0.1 0.444
H 2.942183 -4.548007 3.447760 0.0 0.0 0.0 0.390
H 4.002494 -0.535049 2.291467 -0.6 -0.6 -0.1 0.258
H -1.597673 3.877694 2.223135 -0.3 -0.2 0.2 0.160
H -3.727972 -2.692289 -4.237582 0.0 0.0 0.1 0.264
H 4.648239 -2.809935 2.857649 -0.5 -0.2 0.0 0.306
H -2.312629 2.729820 3.177699 0.2 -0.2 0.3 0.151
H -3.569909 0.541824 3.026991 -0.4 -0.7 0.1 -0.067
H -1.252579 -2.221778 0.639351 0.3 0.1 0.5 0.821
H -3.253871 -2.352197 1.900577 -0.3 0.4 0.2 0.049
H -0.159787 -1.568422 2.833439 0.2 -0.2 0.0 -0.151
H -3.539314 4.412311 1.121329 -0.1 -0.5 0.3 0.241
H -2.207542 -0.338004 4.904212 0.0 -0.2 0.0 0.385
H 4.072560 4.476697 2.412761 0.1 0.3 0.2 0.383
H 3.178619 2.110933 5.904733 0.0 0.1 0.2 0.385
H 2.934487 -1.963951 -0.467655 -0.3 0.0 -0.5 0.186
H -2.982188 -4.904548 -3.204934 0.1 0.2 0.3 0.317
H -4.099644 4.195492 2.769127 -0.3 -0.2 -0.1 0.345
H 3.868126 2.222255 -0.963714 0.0 -0.3 -0.6 0.125
H 0.564943 -3.290350 -4.598577 0.0 -0.1 0.0 0.307
H 1.634175 0.813801 -4.390486 -0.2 -0.2 -0.1 0.311
H -1.078955 -4.796502 0.682408 -0.2 0.3 -0.3 0.337
H -2.481560 4.046420 -4.509138 0.0 -0.2 0.3 0.301
H -3.773211 -1.182561 4.859513 0.1 -0.1 0.0 0.412
```
Positions in Å, forces in eV/Å.

Properties
Total charge: -2
Spin multiplicity: 2
E_LUMO (alpha / beta): 3.9 / 3.9 eV
Kohn-Sham gap (alpha / beta): 2.42 / 5.76 eV
Energy above the lowest of the compared OMol25 structures with the same formula, charge and spin: 0.00 kJ/mol
E: -2927.9834 Eh

2.
DFT (ωB97M-V/def2-TZVPD) results for a molecular structure, C29H24N7NaO5S2 at a distorted geometry.

```
68
Properties=species:S:1:pos:R:3:forces:R:3:mulliken_charge:R:1
S 6.548471 0.768514 5.163018 0.0 0.0 0.3 -0.271
S 3.413789 -2.810824 3.653128 0.2 0.2 0.2 1.137
Na 1.951152 -1.214396 1.936194 -0.1 0.6 -1.0 1.021
O 2.247208 -1.972264 3.868613 0.0 -0.5 0.9 -0.698
O -8.430074 0.931596 -5.946738 0.0 0.0 0.0 -0.479
O 4.056196 -3.287296 4.848246 0.0 -0.1 -0.1 -0.687
O 4.499244 -1.690822 2.988671 -0.1 0.0 0.0 0.184
O 3.295629 -3.708224 2.537133 0.0 -0.1 0.0 -0.618
N 0.496679 -2.258127 0.535623 -0.3 -0.2 -0.1 -0.653
N 3.063389 0.904754 3.275614 -0.2 0.1 -0.2 0.407
N -2.767264 0.995644 -2.597497 -0.1 -0.2 0.0 -0.818
N 1.296568 0.377851 0.193147 -0.2 0.0 -0.1 -0.475
N -3.424563 -1.140144 -2.320922 0.1 0.1 0.1 -0.112
N 4.954670 0.383993 0.390915 0.0 0.1 0.1 -0.530
N 5.586065 -0.881946 0.155052 0.0 0.0 0.0 -0.640
C -8.638748 2.184400 -6.522998 0.0 0.0 0.0 -0.807
C -0.649646 0.822386 -1.235238 -0.1 -0.2 0.0 1.285
C -0.277156 -1.423382 -0.240733 0.2 0.0 0.1 -0.073
C 0.111272 -3.529416 0.683526 0.3 0.2 0.1 -0.294
C -5.174351 1.591722 -4.245508 0.0 -0.1 0.1 -1.120
C -0.230466 2.112942 -1.441315 0.1 0.1 0.0 -0.105
C -3.729302 0.093139 -2.899686 0.1 0.1 0.0 -0.085
C -2.232406 -0.989066 -1.628207 -0.1 -0.4 0.1 -0.204
C -4.890683 0.310870 -3.666635 -0.1 0.0 -0.1 0.432
C 0.976370 2.540376 -0.851438 -0.1 0.0 -0.1 -1.562
C -6.997567 -0.470065 -4.659762 0.0 0.0 0.0 -0.550
C 1.990624 1.693144 3.198310 0.1 0.0 0.2 -0.101
C 6.614637 -1.565976 4.148002 -0.3 0.2 0.1 -0.670
C 7.347527 -0.716851 4.908339 0.2 -0.2 -0.2 -0.430
C 0.130067 -0.077475 -0.421581 0.0 0.0 0.0 -0.723
C 2.690686 2.994054 5.063546 0.1 0.0 0.0 -0.395
C 3.800837 2.171722 5.163251 -0.2 0.1 0.0 -1.166
C -1.484292 -1.927414 -0.858152 0.0 0.4 -0.2 0.460
C -1.869275 0.312899 -1.823499 0.1 0.4 0.0 0.183
C 1.661325 1.638198 -0.068816 0.2 -0.1 0.1 -0.213
C -1.019231 -4.079636 0.116497 -0.3 0.0 -0.2 -1.163
C 3.953765 1.140047 4.238402 0.6 -0.4 0.1 0.666
C 5.341513 -1.007605 3.803142 0.3 -0.2 0.0 -0.193
C -7.239848 0.790276 -5.213721 0.0 0.0 0.0 0.850
C -5.871048 -0.715578 -3.911352 0.1 0.1 0.0 -0.649
C 5.146497 0.248785 4.312474 -0.6 0.3 -0.2 0.556
C 1.766853 2.755090 4.063094 -0.1 0.0 -0.1 -0.986
C -6.308086 1.819854 -4.990147 0.0 0.0 0.0 -0.181
C -1.837694 -3.244858 -0.669931 0.1 -0.3 0.1 0.125
H 2.553385 3.804021 5.769713 0.0 0.0 0.0 0.389
H -0.837483 2.760784 -2.061009 0.0 0.0 0.0 0.546
H -8.706772 2.981742 -5.771181 0.0 0.0 0.0 0.297
H 0.884354 3.366828 3.934744 0.0 0.0 0.0 0.436
H -7.723022 -1.259496 -4.828414 0.0 0.0 0.0 0.329
H -7.837376 2.453234 -7.224345 0.0 0.0 0.0 0.309
H 2.586838 1.965581 0.406475 0.0 0.0 0.0 0.510
H -6.460058 2.813006 -5.396563 0.0 0.0 0.0 0.282
H -9.582577 2.132588 -7.067320 0.0 0.0 0.0 0.239
H 0.762064 -4.139417 1.305548 0.0 0.0 0.0 0.401
H 1.290691 1.466597 2.402450 0.0 0.0 0.0 0.430
H 1.366316 3.539276 -0.999193 0.0 0.0 0.0 0.380
H -4.466569 2.394056 -4.083457 0.0 0.0 0.0 0.380
H 4.518463 2.322686 5.957571 0.0 0.0 0.0 0.339
H -3.976168 -1.970643 -2.388804 0.0 0.0 0.0 0.162
H 6.486104 -0.849576 0.614220 0.1 0.0 0.0 0.283
H -2.741334 -3.636228 -1.126032 0.0 0.0 0.0 0.321
H -5.740516 -1.713712 -3.508025 0.0 0.0 0.0 0.166
H 4.489052 0.402105 1.296819 0.0 -0.1 0.0 0.227
H -1.264170 -5.120918 0.281431 0.0 0.0 0.0 0.359
H 5.065208 -1.632008 0.596699 0.0 -0.1 0.0 0.310
H 8.334557 -0.880073 5.310772 0.0 0.0 0.0 0.446
H 6.906005 -2.560943 3.849426 0.0 0.0 0.0 0.432
H 4.223680 0.489602 -0.301575 0.0 0.0 0.0 0.371
```
Positions in Å, forces in eV/Å.

Properties
Total charge: -2
E_LUMO (alpha / beta): 3.3 / 3.3 eV
Kohn-Sham gap (alpha / beta): 2.70 / 1.95 eV
Energy above the lowest of the compared OMol25 structures with the same formula, charge and spin: 87.83 kJ/mol
E: -2837.7597 Eh

3.
DFT (ωB97M-V/def2-TZVPD) results for C18H17N5O3S in the gas phase at a distorted geometry.

```
44
Properties=species:S:1:pos:R:3:forces:R:3:mulliken_charge:R:1
S -4.892670 1.393732 2.226430 -0.5 -0.2 0.5 -0.408
O 0.712077 -0.564787 -1.501517 0.0 -0.3 -0.1 -0.572
O 4.966786 -1.532360 1.732203 0.0 -0.3 0.0 -0.571
O 6.136328 0.227204 2.098044 0.2 0.1 0.2 -0.595
N -3.210193 3.095460 1.009887 0.0 -1.0 -0.2 0.119
N -2.246215 3.128337 0.064914 0.6 0.1 -0.6 -0.755
N 0.191632 1.570883 -0.984695 -0.2 0.3 0.1 -0.089
N -2.999476 1.069130 0.289853 -0.1 0.8 0.3 0.378
N 5.227465 -0.363523 1.552777 0.3 -0.1 0.4 0.945
C -0.872628 -3.337106 -0.011063 0.1 0.0 0.0 -1.350
C -1.181847 1.509146 -1.440183 0.0 0.0 -0.2 -0.920
C -4.390779 -0.873698 -0.133858 0.0 0.1 -0.1 -0.722
C 1.042657 0.520305 -1.071868 0.2 0.3 0.1 0.375
C 4.359826 2.283201 -0.859519 -0.1 -0.1 0.0 -0.821
C 3.057328 1.949813 -1.189525 0.0 -0.1 0.1 -0.413
C 2.434714 0.846885 -0.615470 0.3 0.0 -0.1 0.495
C -3.139172 -0.324787 0.109483 0.0 -0.7 0.0 -0.105
C 2.430631 -1.139459 0.928669 -0.2 -0.3 0.1 -0.911
C -3.719930 1.844523 1.180815 0.0 0.3 0.2 0.016
C -2.013225 -1.130577 0.177713 -0.2 0.1 0.1 0.122
C 3.109038 0.030717 0.302718 0.3 0.0 0.1 0.727
C -3.364063 -3.041567 -0.289643 0.1 0.0 0.0 -0.681
C 5.040155 1.506430 0.053957 0.1 -0.1 0.1 -0.707
C 4.424894 0.393980 0.619977 -0.7 0.8 -0.9 -0.109
C -2.110241 -2.498071 -0.041247 -0.1 0.0 -0.1 0.651
C -4.492363 -2.239553 -0.322749 0.0 0.1 0.0 -0.699
C -2.128018 1.908856 -0.357677 0.0 0.5 0.0 0.542
H -5.460512 -2.679347 -0.507335 -0.1 0.0 0.0 0.381
H 1.357377 -1.094904 0.778612 0.0 0.0 0.0 -0.229
H -0.110850 -2.888412 -0.646660 0.1 0.0 0.0 0.225
H 2.799255 -2.059636 0.476252 -0.1 0.0 0.0 0.295
H -5.262557 -0.240636 -0.168537 -0.1 0.1 0.0 0.495
H -1.372169 0.483172 -1.765615 0.0 0.2 0.0 0.483
H 2.522120 2.540847 -1.918463 -0.1 0.1 -0.1 0.541
H -3.502248 3.926918 1.495173 0.0 -0.1 0.0 0.193
H 0.501882 2.449510 -0.600277 0.1 -0.1 0.1 0.350
H 6.055554 1.735898 0.339583 0.0 0.0 0.0 0.487
H -1.317280 2.194440 -2.285434 -0.1 -0.2 0.1 0.320
H -1.076258 -4.346563 -0.357045 0.0 -0.1 0.0 0.382
H -0.476766 -3.392275 1.002719 0.1 -0.1 0.1 0.313
H -3.459016 -4.104529 -0.455363 0.0 -0.1 0.0 0.386
H -1.053208 -0.692679 0.403000 0.1 0.1 0.0 0.519
H 4.837336 3.137017 -1.312809 0.1 0.1 0.0 0.407
H 2.644639 -1.201936 1.993780 0.0 0.0 0.0 0.511
```
Positions in Å, forces in eV/Å.

Properties
E_LUMO: -0.6 eV
Kohn-Sham gap: 7.46 eV
Energy above the lowest of the compared OMol25 structures with the same formula, charge and spin: 240.66 kJ/mol
E: -1593.7595 Eh
Structure (SMILES): Cc1cccc(-n2c(CNC(=O)c3cccc([N+](=O)[O-])c3C)n[nH]c2=S)c1

4.
DFT (ωB97M-V/def2-TZVPD) results for a molecular structure, C2H6AlO at a distorted geometry.

```
10
Properties=species:S:1:pos:R:3:forces:R:3:mulliken_charge:R:1
Al -1.900510 -1.509495 -3.156782 -0.3 0.0 -0.2 1.575
O -0.952821 -0.312711 -0.575863 2.9 -1.6 0.7 -0.260
C 0.775041 0.001235 0.980937 -0.7 -1.7 0.1 -0.587
C 0.136926 0.545836 -0.251676 -2.2 4.4 -0.3 -0.060
H -0.294275 1.508153 0.024220 0.0 0.5 -0.5 0.327
H 0.782965 0.720703 -1.112006 1.0 -0.3 -0.2 0.407
H -1.539820 -0.260141 0.181942 -2.3 0.2 0.4 0.414
H 1.078872 -1.043816 0.920395 1.0 -1.8 1.2 0.402
H 1.798980 0.338983 1.140794 1.7 0.6 -1.2 0.365
H 0.114643 0.011252 1.848039 -1.1 -0.2 0.0 0.417
```
Positions in Å, forces in eV/Å.

Properties
Total charge: +3
E_LUMO: -22.0 eV
Kohn-Sham gap: 4.07 eV
Energy above the lowest of the compared OMol25 structures with the same formula, charge and spin: 253.87 kJ/mol
E: -395.8217 Eh